No. 1
ORCA calculation (wB97M-V/def2-TZVPD) on an isolated molecule of C2H8N6 at a distorted geometry.

```
16
Properties=species:S:1:pos:R:3:forces:R:3:mulliken_charge:R:1
N 0.2452 -0.4615 0.4335 0.73 -1.05 0.39 -0.1079
N 1.6574 -0.0198 2.3734 3.95 -1.30 -1.78 -0.5937
N -0.2379 0.9647 0.3411 -1.91 -1.30 0.98 -0.4387
N -2.0926 0.3550 -2.6817 2.00 1.65 1.21 -0.5761
N -0.9396 0.2793 -1.6348 -5.28 1.79 -1.33 -0.3014
N 2.2220 -1.8446 0.9901 -2.15 0.56 0.84 -0.6647
C 1.4404 -0.8306 1.1954 -1.65 0.74 -0.51 0.3706
C -1.4182 1.0095 -0.6815 4.23 -2.47 3.05 0.1042
H -2.4362 1.4241 -0.2581 2.12 -0.65 -1.68 0.2738
H 2.7280 -0.2985 2.4965 -2.78 0.66 0.51 0.3422
H -0.2593 -1.1880 -0.1608 1.28 1.79 1.01 0.2616
H -1.8734 1.3696 -2.8834 -0.96 -1.76 -1.02 0.2749
H 1.7508 0.9499 2.1089 -0.50 0.61 -0.10 0.2748
H -0.6242 1.0924 1.2904 -0.05 0.29 -0.61 0.3112
H 1.6567 -2.5586 0.5235 0.67 0.12 -0.81 0.2058
H -1.8190 -0.2430 -3.4524 0.28 0.31 -0.14 0.2636
```
Positions in Å, forces in eV/Å.

HOMO   -8.31 eV
Net charge   0
SMILES   [H]/N=C(/N)NN/C=N/N


No. 2
ORCA calculation (wB97M-V/def2-TZVPD) on a 3-piece molecular cluster, C2H8N6 overall at a distorted geometry.

```
16
Properties=species:S:1:pos:R:3:forces:R:3:mulliken_charge:R:1
N -1.4897 -1.5599 0.7724 4.99 -0.50 -0.34 -0.5877
N -1.5136 -0.4771 -0.2727 -3.34 -0.50 0.35 -0.1386
N 1.5585 -0.3801 0.3579 -4.29 1.17 -1.77 -0.0452
N -0.9304 1.8109 -1.0097 -3.02 -5.50 1.02 -0.6575
N 2.0205 -0.6850 -0.9668 -1.60 -0.45 -0.32 -0.6067
N 0.5768 1.6755 1.3745 0.10 -0.49 -0.04 -0.6967
C 0.5404 0.6646 0.5927 0.36 0.40 -1.97 0.0080
C -0.6806 0.6721 -0.3430 0.08 1.00 -0.08 0.5249
H -0.2650 2.3044 1.2180 1.24 -1.32 0.31 0.3289
H -2.6837 -0.3620 -0.5111 4.65 -0.04 0.82 0.2878
H 2.4341 0.1447 -1.3954 -0.56 -0.25 -0.18 0.2552
H -0.4040 -1.0474 1.9357 -2.97 -1.50 -3.51 0.3119
H -0.7555 -2.6716 0.1663 -2.14 4.10 2.20 0.2406
H 1.2470 -1.1340 -1.5707 1.68 1.27 1.47 0.2731
H 2.2882 -0.3509 0.9575 2.69 0.23 2.27 0.2854
H -1.9431 1.3959 -1.3057 2.15 2.38 -0.24 0.2165
```
Positions in Å, forces in eV/Å.

HOMO   -9.15 eV
Net charge   0


Energy above the lowest of the compared OMol25 structures with the same formula, charge and spin for every record listed, in sequence, given in kJ/mol: 443.07 838.83.